{"formula": "C3H3NO", "method": "wB97M-V/def2-TZVPD", "multiplicity": 1, "energy_ev": -6694.0009, "lumo_ev": 0.060, "smiles": "O=C[C@H]1C=N1", "largest_force_ev_per_a": 3.34, "orbital_gap_ha": 0.37264, "species": ["C", "C", "C", "N", "O", "H", "H", "H"], "xyz": [[-0.857091, -0.454173, 0.461369], [1.292200, 0.312941, -0.776447], [0.438534, 0.279241, 0.465385], [0.055937, -1.061205, 1.145840], [1.774993, 1.375061, -1.089656], [-1.795053, -0.498152, -0.130296], [1.323568, -0.657657, -1.229114], [0.446016, 1.186040, 0.927006]], "atomic_forces_ev_per_a": [[2.770, -0.989, -0.064], [-1.068, 1.273, 2.345], [-1.045, -2.216, -1.954], [-2.394, 1.777, -1.517], [0.231, -0.944, -0.726], [0.533, -0.354, 1.159], [0.688, -0.722, -1.296], [0.285, 2.176, 2.053]], "mulliken_charge": [-0.075, -0.013, -0.044, -0.437, -0.483, 0.279, 0.362, 0.410]}

{"formula": "C23H26N4O3S", "method": "wB97M-V/def2-TZVPD", "multiplicity": 1, "energy_ev": -47195.6839, "lumo_ev": -0.516, "smiles": "CN(C)CCCN(Cc1cc2cc3c(cc2[nH]c1=O)OCO3)C(=S)Nc1ccccc1", "largest_force_ev_per_a": 16.63, "orbital_gap_ha": 0.25559, "species": ["C", "N", "C", "H", "H", "H", "C", "C", "H", "H", "C", "N", "C", "N", "C", "C", "C", "C", "C", "C", "H", "H", "H", "H", "H", "H", "S", "C", "C", "C", "C", "C", "N", "C", "O", "H", "C", "C", "C", "C", "H", "O", "C", "O", "H", "H", "H", "H", "H", "H", "H", "H", "H", "H", "H", "H", "H"], "xyz": [[5.223083, -1.258757, 0.385807], [4.808460, -2.127976, -0.770584], [5.950929, -2.798408, -1.296820], [6.771824, -2.020280, -1.808457], [6.698258, -3.205779, -0.723222], [5.971923, -3.503411, -2.066418], [4.325790, -1.513162, -1.726343], [2.702979, -1.285963, -1.472764], [2.773594, -0.485220, -0.727460], [2.153915, -0.831658, -2.256947], [1.986214, -2.607941, -0.628230], [0.699827, -2.283390, -0.334294], [0.519118, -1.482021, 0.797773], [-0.885816, -1.658502, 1.453706], [-1.568520, -0.608553, 1.865616], [-0.908187, 0.700909, 2.295904], [-1.742394, 1.851087, 2.706730], [-3.057325, 1.493332, 3.083353], [-3.824694, 0.149934, 2.826493], [-2.849441, -0.848790, 2.442912], [-3.287160, -1.852265, 2.061469], [-4.607954, -0.117178, 3.253295], [-3.793500, 2.166481, 3.522797], [-1.312887, 2.640386, 3.036916], [-0.143252, 0.693089, 1.790890], [-1.496552, -2.332725, 1.035393], [1.790859, -0.926130, 1.862964], [-0.500685, -2.287071, -1.216662], [-1.165900, -0.961637, -1.076829], [-0.799213, 0.367126, -1.139903], [-1.733083, 1.330198, -0.957648], [-3.014520, 1.149780, -0.826102], [-3.508003, -0.116858, -0.702838], [-2.615380, -1.150667, -0.978384], [-3.127844, -2.310556, -0.843666], [-4.571409, -0.405276, -0.413744], [-3.974334, 2.192597, -0.539242], [-3.306853, 3.534533, -0.080584], [-2.017082, 3.696944, -0.563099], [-1.089256, 2.592539, -0.781116], [-0.080687, 3.074922, -0.965540], [-1.635778, 5.000392, -0.233848], [-2.901464, 5.645671, -0.107698], [-3.881470, 4.743315, -0.076928], [-3.266407, 6.286186, -0.917430], [-3.015351, 6.288194, 0.852653], [-4.938352, 2.180437, -0.172278], [0.220879, 0.682072, -1.363128], [-1.091966, -3.158414, -1.183607], [0.173887, -2.336134, -2.178511], [1.924166, -3.293478, -1.439210], [2.569039, -2.766312, 0.121735], [3.845815, -2.286519, -2.694188], [4.653719, -0.568095, -2.159324], [5.829028, -1.679030, 1.128766], [5.762885, -0.416259, 0.188338], [4.356530, -0.975706, 0.709537]], "atomic_forces_ev_per_a": [[1.477, -2.953, -2.363], [7.324, -5.365, 7.662], [4.236, 2.789, -1.747], [-2.076, -0.870, 0.758], [0.901, -1.105, 3.076], [-1.829, -1.119, -1.462], [-11.995, 2.693, -11.195], [1.857, 0.101, 3.952], [-0.811, -0.034, 0.300], [-0.598, -0.270, -1.251], [-0.255, 3.784, -8.815], [-4.170, 3.113, 5.483], [-0.351, -2.806, 3.124], [4.804, -0.824, -3.083], [-1.112, 5.761, 5.896], [-11.279, -1.561, 1.698], [-2.826, -9.783, -1.180], [-3.140, -1.940, -0.768], [14.244, 3.767, -2.988], [-3.164, -0.564, -2.834], [0.593, 1.185, 1.234], [-7.364, -1.786, 3.455], [0.725, 0.632, 0.011], [2.583, 5.572, 1.689], [8.762, 1.423, -4.015], [0.046, -0.761, -0.489], [-1.984, -0.652, -2.036], [5.576, 1.303, -2.652], [-2.351, 1.251, -1.657], [2.286, -5.201, -0.933], [5.424, 4.559, -0.250], [-8.113, 1.297, 2.540], [-0.740, -1.942, -0.875], [-3.284, -3.106, 2.420], [1.210, 1.652, -0.690], [3.868, 1.058, -1.132], [5.366, 4.521, 1.979], [-1.974, -5.157, -5.514], [3.318, -2.381, 2.465], [-3.119, 5.304, -0.470], [-0.793, -1.970, 0.094], [-0.807, 0.221, -1.026], [0.610, 4.344, 1.540], [-2.909, -3.027, 1.745], [1.334, 0.454, -0.511], [1.064, -0.960, -1.253], [-2.117, -1.174, 0.139], [-0.103, -0.262, 0.407], [-0.882, -0.641, 0.416], [-2.142, 0.121, 0.687], [0.518, -1.476, -0.150], [3.330, -1.531, 4.610], [2.969, 1.671, 2.062], [0.862, -0.019, -0.070], [0.345, -1.711, 0.981], [1.550, 2.535, -1.823], [-4.893, 1.836, 2.809]], "mulliken_charge": [-1.066, 0.449, -1.097, 0.266, 0.456, 0.407, -1.061, -0.954, 0.352, 0.710, -1.713, 0.376, -0.274, -0.112, 1.176, -1.293, -0.997, -0.615, -1.173, -0.462, 0.239, 0.904, 0.342, 0.907, 0.784, 0.404, -0.249, -0.695, -0.310, 0.754, 1.178, 0.835, 0.063, -0.422, -0.761, 0.438, -1.595, 0.872, 0.282, -1.654, 0.283, -0.463, -0.337, -0.393, 0.258, 0.246, 0.384, 0.464, 0.267, 0.458, 0.488, 1.004, 0.232, 0.384, 0.375, 0.497, 0.160]}

Number 1: HOMO level -10.08 eV. Number 2: HOMO level -7.47 eV.